C66H88O66 | ωB97M-V/def2-TZVPD

Structure (ORCA input):
```
! wB97M-V def2-TZVPD RIJCOSX def2/J DEFGRID3
* xyz 0 1
C -0.642 5.487 3.964
C 0.759 5.952 3.843
O 0.868 7.124 3.031
C -0.425 7.370 2.599
O -0.674 8.214 1.773
O -1.227 6.476 3.194
H -0.871 5.734 5.000
H -0.621 4.425 3.722
H 1.378 5.119 3.510
H 1.163 6.145 4.838
C -1.525 -0.449 -6.003
C -1.236 0.942 -6.376
O -0.113 1.198 -5.644
C 0.332 0.124 -4.959
O 1.370 0.053 -4.361
O -0.444 -0.906 -5.226
H -1.770 -1.058 -6.873
H -2.449 -0.411 -5.425
H -1.951 1.705 -6.067
H -1.145 1.021 -7.460
C -0.072 7.221 -2.095
C -1.200 6.254 -2.027
O -2.093 6.625 -2.993
C -1.505 7.458 -3.814
O -2.067 7.819 -4.850
O -0.316 7.810 -3.379
H 0.852 6.670 -2.273
H 0.005 7.871 -1.224
H -1.643 6.252 -1.031
H -0.781 5.269 -2.235
C 4.330 7.023 0.104
C 4.799 5.547 -0.115
O 3.486 5.034 -0.363
C 2.545 5.745 0.192
O 1.359 5.387 0.219
O 3.037 6.872 0.680
H 4.415 7.583 -0.827
H 4.824 7.606 0.881
H 5.300 5.094 0.740
H 5.455 5.474 -0.983
C 4.306 2.016 4.517
C 3.473 1.030 5.241
O 2.293 1.038 4.545
C 2.166 2.177 3.749
O 1.131 2.571 3.190
O 3.409 2.723 3.728
H 5.145 1.560 3.992
H 4.759 2.673 5.260
H 3.310 1.342 6.272
H 3.788 -0.009 5.140
C -3.576 4.447 1.015
C -2.109 4.245 1.291
O -1.596 3.660 0.121
C -2.565 3.240 -0.653
O -2.383 2.748 -1.734
O -3.724 3.679 -0.166
H -3.754 5.516 0.896
H -4.127 4.050 1.867
H -1.893 3.676 2.195
H -1.566 5.187 1.368
C 5.511 -4.310 0.100
C 4.145 -5.055 0.190
O 3.147 -4.131 0.229
C 3.734 -2.871 0.185
O 3.218 -1.787 0.327
O 5.007 -3.018 -0.033
H 6.112 -4.550 -0.777
H 5.962 -4.454 1.082
H 4.128 -5.612 1.127
H 3.959 -5.668 -0.692
C -0.781 -7.715 1.901
C -0.676 -6.535 0.966
O 0.623 -6.072 1.293
C 1.121 -6.639 2.370
O 2.241 -6.361 2.811
O 0.262 -7.568 2.793
H -0.555 -8.604 1.312
H -1.782 -7.757 2.330
H -1.411 -5.742 1.100
H -0.635 -6.884 -0.065
C -5.724 -4.456 0.078
C -6.342 -5.500 -0.888
O -7.129 -4.668 -1.735
C -7.019 -3.387 -1.447
O -7.686 -2.463 -1.972
O -6.142 -3.215 -0.500
H -4.635 -4.495 0.089
H -6.074 -4.610 1.099
H -6.995 -6.241 -0.426
H -5.615 -5.960 -1.557
C 4.864 -4.624 5.204
C 6.137 -4.755 4.416
O 6.193 -3.443 3.986
C 4.913 -2.941 3.824
O 4.564 -1.983 3.207
O 4.088 -3.732 4.539
H 5.206 -4.309 6.189
H 4.405 -5.611 5.262
H 6.212 -5.549 3.673
H 6.987 -4.991 5.056
C -4.433 0.108 -2.205
C -3.796 -1.106 -2.911
O -4.660 -1.381 -4.005
C -5.624 -0.465 -3.982
O -6.571 -0.448 -4.793
O -5.435 0.461 -3.079
H -3.732 0.942 -2.234
H -4.823 -0.184 -1.230
H -3.485 -1.879 -2.207
H -2.819 -0.826 -3.304
C 1.228 -1.844 3.264
C 0.954 -3.192 2.616
O -0.018 -3.709 3.468
C -0.037 -3.036 4.560
O -0.850 -3.296 5.442
O 0.557 -1.901 4.467
H 0.772 -1.002 2.742
H 2.299 -1.683 3.390
H 1.847 -3.802 2.757
H 0.637 -3.167 1.574
C 0.993 0.075 -0.725
C -0.307 0.801 -0.455
O -1.219 -0.083 -1.006
C -0.681 -1.288 -1.110
O -1.260 -2.354 -1.461
O 0.609 -1.229 -1.007
H 1.561 0.162 0.202
H 1.556 0.512 -1.550
H -0.470 1.779 -0.908
H -0.528 0.806 0.612
C -0.347 0.915 6.285
C -1.213 0.875 5.030
O -2.074 -0.251 5.324
C -2.239 -0.299 6.630
O -3.128 -0.884 7.264
O -1.347 0.585 7.244
H 0.075 1.919 6.314
H 0.554 0.302 6.263
H -0.483 0.658 4.250
H -1.734 1.810 4.824
C 2.519 3.032 -2.694
C 3.972 3.346 -3.035
O 3.918 4.592 -3.671
C 2.590 4.778 -4.037
O 2.152 5.683 -4.703
O 1.869 3.774 -3.685
H 2.290 3.253 -1.652
H 2.341 1.972 -2.875
H 4.365 2.566 -3.687
H 4.575 3.413 -2.129
C -4.076 -2.150 2.813
C -2.830 -2.667 2.114
O -2.136 -1.474 1.743
C -3.007 -0.396 1.777
O -2.696 0.744 1.639
O -4.183 -0.930 2.189
H -4.020 -2.131 3.901
H -4.970 -2.752 2.657
H -3.105 -3.341 1.303
H -2.293 -3.312 2.810
C -5.049 3.221 -4.885
C -4.277 4.350 -4.306
O -3.464 4.757 -5.430
C -3.554 3.845 -6.468
O -2.858 3.867 -7.485
O -4.514 2.919 -6.179
H -6.063 3.609 -4.985
H -5.023 2.267 -4.357
H -3.737 3.954 -3.445
H -5.061 5.050 -4.017
C -3.262 -5.718 -4.834
C -3.848 -4.370 -4.564
O -4.018 -4.315 -3.152
C -3.168 -5.250 -2.598
O -2.919 -5.428 -1.409
O -2.647 -5.995 -3.634
H -2.476 -5.656 -5.586
H -4.007 -6.478 -5.069
H -4.772 -4.332 -5.141
H -3.247 -3.520 -4.888
C 6.222 0.777 1.318
C 4.749 1.053 1.046
O 4.925 1.468 -0.249
C 6.083 0.993 -0.785
O 6.193 0.777 -1.996
O 6.833 0.468 0.093
H 6.182 -0.038 2.041
H 6.737 1.599 1.816
H 4.438 1.831 1.743
H 4.121 0.161 1.035
C -5.373 1.705 4.876
C -4.847 2.696 3.916
O -3.959 3.467 4.671
C -4.278 3.311 5.981
O -3.837 3.966 6.917
O -5.181 2.341 6.072
H -4.629 0.909 4.897
H -6.305 1.147 4.780
H -5.673 3.345 3.626
H -4.285 2.319 3.061
C 4.218 -1.549 -4.574
C 4.501 -1.593 -3.117
O 5.711 -2.237 -3.044
C 6.407 -2.071 -4.194
O 7.517 -2.534 -4.497
O 5.448 -1.941 -5.182
H 3.856 -0.586 -4.934
H 3.478 -2.308 -4.826
H 3.796 -2.343 -2.759
H 4.588 -0.633 -2.608
C 0.571 -4.117 -3.246
C 0.551 -5.266 -2.267
O 1.907 -5.629 -2.275
C 2.382 -5.357 -3.463
O 3.483 -5.694 -3.841
O 1.552 -4.643 -4.122
H 0.957 -3.175 -2.859
H -0.366 -3.959 -3.780
H -0.054 -5.934 -2.881
H 0.213 -5.090 -1.246
*
```

Its HOMO energy is -0.3619 hartree. Its HOMO-LUMO gap is 9.289 eV.